104
Properties=species:S:1:pos:R:3 method="wB97M-V/def2-TZVPD" total_energy_ha=-4025.36532 s_squared=0.82 spin_multiplicity=2 e_homo_ev="-7.115 / -7.240" lumo_ev="-1.04 / -1.15"
Si 2.13773 -0.30855 -0.27956
C -2.31905 4.78575 0.84386
C 1.03049 -0.73627 -4.77325
C -1.00735 -2.28488 1.60082
H 0.01121 -3.85278 -3.10106
C 4.95843 1.58824 -1.02222
C -3.53041 0.03402 5.03987
H 0.01475 4.08925 -2.14934
H 1.19324 -3.88351 -4.39888
H 2.66583 -1.90585 3.11248
H -0.99010 -4.62353 2.69813
H -5.49641 6.76589 -1.59706
H -2.55255 -0.98369 -1.17845
Si 3.08534 1.74044 -0.94944
C -1.05029 3.22915 -0.49860
N 0.05350 -0.76876 2.97087
C -1.89354 3.49473 0.58517
C -0.87191 -1.89013 3.09954
C -4.62940 -0.79985 4.91271
H 5.24914 0.78758 -1.70633
Cl -2.15537 -2.60088 -4.85805
H -3.23008 -3.24149 3.02950
H -2.06783 -2.32068 -2.27233
O -4.40377 8.83906 -0.58475
C -1.07132 5.58034 -1.05263
H 3.69907 -0.50857 2.78690
O 1.38679 0.15627 1.35846
C -2.48810 -0.91299 -4.54084
C -3.20836 1.70535 -4.11502
H 3.05838 4.05490 -0.10582
C 0.16662 -5.35916 4.34334
C -0.23107 -3.02411 3.91097
H 1.55293 -3.58920 0.84821
H 0.38880 0.13011 -4.59804
H 5.24134 -2.78022 -0.80766
H -5.57093 -0.53228 5.37362
H 0.64052 -1.67789 5.35453
H 1.51604 3.24793 0.21836
H 1.67503 -3.44197 6.68281
H 2.69660 3.19949 -2.91599
C -1.99081 -1.24428 -2.08091
H 0.54142 -1.36167 -5.51830
H -3.50689 2.72941 -3.92920
O -1.73260 -3.13152 1.14911
C -2.44157 -0.43232 -3.23082
H -2.96855 4.98541 1.68668
H -2.86860 1.29198 -2.04541
C -3.31113 -2.32393 3.59490
C 3.26014 -1.64056 -3.02191
H 0.51137 -0.29241 3.72720
H 3.59655 -2.22859 -2.17173
Tc 0.02943 -1.18313 -1.23507
C -4.42291 6.62825 -1.48629
H 5.84743 -2.67694 0.84134
Si 1.38290 -1.70796 -3.20493
C -3.89776 7.75123 -0.63052
C 3.57410 -1.57667 2.59988
C 2.61660 -3.64865 0.60906
H 1.46030 1.93266 -2.83730
C 5.22577 -2.17362 0.09654
C 2.59999 3.11704 0.21656
H 3.62280 -0.61638 -2.88855
H 2.70930 -4.04881 -0.40342
H -4.20278 5.64581 -1.07860
C -0.64153 4.29055 -1.31260
H 5.39550 2.51767 -1.39649
C -2.85186 0.89567 -3.05248
H -3.96184 6.70134 -2.47312
H 2.91159 2.91541 1.24323
H -2.85636 -0.54799 -6.61148
H 5.69118 -1.21479 -0.13864
H 3.07987 1.55503 -3.42732
C 0.47223 -0.64336 1.71272
C -0.29956 0.75525 -1.05646
H -3.60591 0.95504 5.60290
H 3.74198 -2.04556 -3.91731
H 0.02133 -6.39497 4.06601
H -3.46552 1.83041 -6.25095
H 1.71842 -4.12938 -2.73011
C -0.40937 -4.35896 3.57046
C -3.19156 1.20556 -5.41160
Si 3.47738 -1.98196 0.76355
C 0.51441 -2.70839 5.04337
C 0.92240 -5.03884 5.45947
C 2.52015 2.14300 -2.69559
C -2.20768 -1.48440 3.71316
N -0.15915 -1.48086 0.86406
H 3.06431 -4.37179 1.29686
H -2.21407 2.67812 1.21963
C -1.92037 5.83495 0.02101
H -0.75616 6.39874 -1.68676
C -0.61708 1.89558 -0.76867
H -1.48429 0.36822 4.53821
H 1.37400 -5.82025 6.05597
C -4.51490 -1.97789 4.18754
C -2.84400 -0.11834 -5.61895
C 1.03166 -3.56530 -3.36488
H 4.41834 -2.10257 3.05136
H 5.40494 1.37516 -0.04846
H -5.36884 -2.63395 4.08134
H 1.98060 -0.37776 -5.17307
C -2.32503 -0.30621 4.44100
C 1.09233 -3.70682 5.81040
S -2.42600 7.49903 0.36953

108
Properties=species:S:1:pos:R:3 method="wB97M-V/def2-TZVPD" total_energy_ha=-7095.22433 charge=-1 de_lowest_kj_mol=50.7 spin_multiplicity=1 e_homo_ev=-4.078 lumo_ev=1.98
C 2.38323 4.23473 -2.18788
C 4.11687 2.20821 -2.90947
H 1.69350 5.02448 -1.90877
C -1.17351 4.46315 -0.56584
H -2.02653 -1.07415 2.70564
C 1.91812 2.95430 3.83900
Ba 0.56342 -1.07165 0.36876
H 4.94266 3.59527 -4.29859
C 0.24466 -2.56794 -3.00615
H -2.29582 -4.80219 -1.37614
H 2.30406 -3.19328 -2.85429
O 1.70312 -3.31379 0.42181
H 2.42246 -5.96194 0.66201
H -3.42524 3.58268 2.90491
H -2.65473 -3.01041 2.52854
H 1.33877 2.99918 4.75247
H 4.78848 1.40769 -3.19306
C 4.03064 2.94115 2.70942
C -3.14306 2.53815 2.90622
C 3.19048 -5.23516 0.39837
C -3.43484 1.71107 3.97762
H -4.80160 -0.90103 -3.70232
H 2.43486 -3.01640 2.93538
H -1.63723 3.61145 -1.05061
H 1.65433 5.30600 1.07523
H 1.20134 -4.51057 -3.27660
H 0.46546 7.45439 1.21357
H -2.54046 -4.75458 2.34876
H -3.97735 2.06583 4.84371
N -2.24680 -1.33538 5.38731
H 3.84573 -1.92768 1.19565
C 0.67023 5.40521 0.63287
C 1.99968 2.73360 1.44086
C 0.09130 4.31185 -0.00525
C -2.56443 1.32808 -4.89934
O 0.06662 -2.60718 -1.59697
H 3.24578 -5.18494 -0.68951
C -2.48056 1.99898 1.80732
C -1.04323 -3.03672 -3.68665
H -2.59413 -1.52497 0.37718
As 0.97522 2.56065 -0.22760
C -2.85537 -2.42566 -0.18317
C -3.61619 0.42377 -4.93101
O -0.89407 -3.51694 0.69890
H 0.18930 2.73851 2.60320
H 4.14955 -5.59843 0.77418
N -2.32677 1.02422 -2.55578
H 1.64249 -3.30067 -4.48876
B 1.11858 -0.47828 3.18822
C -3.99883 -0.17844 -3.73958
H -4.11972 0.19029 -5.85684
O -1.71993 1.29724 -1.46636
C 2.88625 -3.86292 0.99512
C -1.84595 5.67612 -0.49283
H 3.39030 5.43037 -3.66335
H -2.17132 -5.79796 0.07248
C -1.25767 6.75539 0.14614
C 2.68370 -3.98480 2.50342
H 4.97757 -3.27025 1.02480
H -2.24152 2.61154 0.94854
H -2.44901 -2.32943 -1.18673
N -2.11176 0.72750 1.73139
C 0.00072 6.61546 0.71002
H 4.07169 -2.68375 -0.37984
H -2.83051 5.77441 -0.93277
C 0.53991 -1.12181 -3.39072
F 0.37706 -0.60703 4.37193
C -3.28540 -0.54245 5.05945
C 3.17480 1.95276 -1.90120
H -1.77896 7.70268 0.20852
H 3.95857 2.72463 0.57563
S 3.13477 0.39243 -1.11459
H -3.56635 -0.28393 -1.59855
H -0.93802 -3.01201 -4.77352
H -3.94695 -2.47252 -0.24106
C 3.30202 3.02375 3.88218
H -3.71772 -5.05271 -0.36347
H 3.59387 -4.35166 2.98408
H -0.25721 -0.47117 -3.03331
C -2.91826 -3.84475 1.88298
C -2.35607 -0.04467 2.77692
H -1.87748 -2.38989 -3.41077
C 2.31571 3.00569 -1.54611
C 3.38431 2.79941 1.49003
C -2.29702 -3.67342 0.49337
C 4.01484 -2.87917 0.69002
C -3.34773 0.13020 -2.56904
H 1.86881 -4.67533 2.72368
O -4.36389 -0.55951 5.63234
H -1.28704 -4.05772 -3.39037
C -1.93119 1.61272 -3.71263
H -1.33870 -1.23601 4.95224
C 1.41738 -3.45373 -3.43088
C -2.63548 -4.90586 -0.34650
H -4.00709 -3.90607 1.82842
F 2.40306 -0.35989 3.59271
H 1.47436 -0.77379 -2.95072
H 0.61010 -1.01796 -4.47610
H -1.09157 2.28181 -3.59293
H 5.11241 2.98218 2.73667
C 1.27372 2.80335 2.62326
C -3.01286 0.38790 3.92234
C 3.32750 4.46439 -3.17856
Ge 0.34491 -4.19085 -0.55221
H 3.81041 3.12890 4.83223
H -2.39014 -2.00809 6.12065
C 4.19598 3.43596 -3.52905
H -2.21237 1.81976 -5.79441